# 1
Below is a molecular structure, C36H36N6O5RhS2Te at a distorted geometry, with properties calculated with ωB97M-V/def2-TZVPD.

- energy relative to the best compared isomer or geometry (same formula, charge and spin) (kJ/mol) = 461.9
- 2S+1 = 2
- net charge = -2

```
87
C36H36N6O5RhS2Te (ωB97M-V/def2-TZVPD)
Rh -0.10626 0.76825 0.24697
N 1.19568 -1.63399 3.69095
C 0.62304 -0.99996 2.59904
S 1.27817 0.53286 2.19969
N -0.32698 -1.68725 2.01386
N -0.90168 -1.16464 0.90424
C -1.96425 -1.79543 0.58890
C -2.90563 -1.57625 -0.50363
C -3.96060 -2.49068 -0.58048
C -4.92938 -2.45784 -1.56559
C -4.89262 -1.47330 -2.53929
C -3.87820 -0.53545 -2.48966
C -2.92185 -0.59581 -1.49603
O -1.92416 0.37907 -1.46862
H 1.52995 -0.97967 4.37890
H 0.59854 -2.35639 4.07125
H -2.20024 -2.63663 1.23763
H -4.00591 -3.25619 0.18506
H -5.71724 -3.20113 -1.57521
H -5.64469 -1.42637 -3.31444
H -3.82773 0.26426 -3.21713
O -2.83874 0.44611 2.82491
C -2.34756 1.46703 2.40189
N -1.83850 1.65664 1.13837
S -1.46438 3.21572 0.87188
O -0.14417 3.28846 0.28327
O -2.49285 3.93286 0.15617
C -1.58683 3.74637 2.56876
C -1.38465 4.98178 3.15231
C -1.81390 5.16220 4.45840
C -2.45368 4.12957 5.13786
C -2.64244 2.89237 4.53568
C -2.19941 2.71035 3.24159
H -0.89966 5.78285 2.60758
H -1.67536 6.12072 4.94229
H -2.81299 4.29820 6.14594
H -3.13746 2.07287 5.04176
C 0.12735 -1.76525 -2.32237
C 1.37266 -0.98328 -1.88378
O 2.41475 -1.37260 -2.45669
N 1.30068 0.06516 -1.04679
Te 3.57124 0.61448 -0.48692
C 5.63241 1.55823 0.10631
C 6.28445 1.05083 1.24676
C 5.68716 -0.09319 2.04108
C 7.49306 1.59519 1.68995
C 8.11672 2.63290 1.01156
C 9.42230 3.21634 1.49890
C 7.51361 3.09638 -0.15008
C 6.30171 2.57469 -0.60823
C 5.73883 3.11840 -1.90267
C 2.86221 2.61578 -0.65217
C 2.91437 3.51258 0.43295
C 3.57557 3.19538 1.75378
C 2.34646 4.78123 0.30086
C 1.69991 5.18042 -0.85536
C 0.99032 6.50922 -0.93801
C 1.68320 4.30149 -1.92726
C 2.25572 3.03429 -1.85342
C 2.19655 2.18294 -3.09926
H 0.44529 -2.70474 -2.77552
H -0.41949 -1.18599 -3.07195
H -0.51870 -1.97107 -1.49006
H 5.27855 -0.85723 1.38251
H 4.86128 0.25134 2.67171
H 6.44566 -0.55208 2.68292
H 7.95796 1.19795 2.59342
H 9.65750 2.85548 2.50264
H 9.38114 4.30899 1.53053
H 10.25293 2.94015 0.84056
H 8.00227 3.88829 -0.72034
H 6.53109 3.55972 -2.51649
H 4.98176 3.88421 -1.71513
H 5.25206 2.31640 -2.46033
H 3.71773 2.12425 1.87250
H 2.95906 3.55697 2.58332
H 4.55828 3.67214 1.81267
H 2.38138 5.45870 1.15296
H 1.18026 7.11092 -0.04596
H -0.09036 6.35277 -1.01590
H 1.30616 7.08291 -1.81375
H 1.18145 4.59204 -2.84912
H 2.53627 2.76459 -3.96294
H 1.16896 1.86688 -3.29057
H 2.80582 1.28621 -3.01176
N -1.62098 1.82216 -3.42411
C -1.75800 1.13994 -2.50568
```

Atomic partial charges in e from the Mulliken method, atoms 1 to 2: Rh 0.5061; N -0.5152

***

# 2
Below is a molecular structure, C36H36N8O4S2W at a distorted geometry, with properties calculated with ωB97M-V/def2-TZVPD.

- energy relative to the best compared isomer or geometry (same formula, charge and spin) (kJ/mol) = 258.0
- 2S+1 = 3

```
87
C36H36N8O4S2W (ωB97M-V/def2-TZVPD)
W 0.10521 -0.46763 0.20143
C -4.27969 -1.89627 0.40850
O -3.98793 -2.72388 1.53611
C -2.71817 -3.07353 1.86818
C -2.61825 -4.06934 2.83181
C -1.39436 -4.54324 3.28216
C -0.22194 -4.02374 2.76070
C -0.30457 -3.00550 1.82053
C 0.97639 -2.49093 1.23622
N 1.50982 -1.34524 1.54159
N 2.85002 -1.13694 1.15699
C 2.93358 -0.56607 0.00259
O 1.88452 -0.30551 -0.74782
C 4.24884 -0.14559 -0.53424
C 5.41857 -0.37268 0.18509
C 6.63359 0.05799 -0.32182
C 6.68364 0.71785 -1.54585
C 5.51679 0.94505 -2.26070
C 4.29723 0.51454 -1.75576
C -1.53274 -2.51917 1.35773
O -1.54216 -1.55256 0.42026
H -5.36255 -1.92915 0.31458
H -3.94888 -0.87575 0.57398
H -3.81809 -2.28562 -0.49810
H -3.54583 -4.47450 3.21730
H -1.35979 -5.32524 4.02891
H 0.74443 -4.39219 3.08278
H 1.62332 -3.20404 0.72248
H 5.36138 -0.88425 1.13698
H 7.54403 -0.11930 0.23629
H 7.63420 1.05671 -1.93847
H 5.55258 1.46185 -3.21128
H 3.37645 0.69902 -2.29329
C -2.19989 1.83921 -0.29977
C -0.84585 1.39405 -0.76613
N -0.82009 0.28877 -1.55281
N -0.11407 0.21125 -2.68072
C 0.27938 -1.03215 -2.92029
S 0.23593 -2.26746 -1.74569
S 0.89120 -1.29190 -4.55785
C 0.00609 -2.83105 -4.97957
C -1.47175 -2.64237 -5.17837
C -1.96693 -2.19326 -6.39940
C -3.32420 -1.97064 -6.57371
C -4.20609 -2.19038 -5.52218
C -3.72093 -2.64120 -4.30305
C -2.36083 -2.86842 -4.13247
C 0.26015 2.39039 -0.83754
C 0.37423 3.37776 -1.80155
C 1.49529 4.19956 -1.81888
C 2.48737 4.01161 -0.86273
C 2.37358 3.02492 0.10968
C 1.24829 2.21157 0.13689
O 1.05852 1.23542 1.04342
H -2.88743 1.00249 -0.19618
H -2.58413 2.52470 -1.06269
H -2.14236 2.37868 0.64447
H 0.21956 -3.57453 -4.21290
H 0.49238 -3.14854 -5.90255
H -1.28033 -2.01096 -7.21904
H -3.69509 -1.62397 -7.52998
H -5.26562 -2.01242 -5.65468
H -4.40117 -2.81971 -3.47953
H -1.98572 -3.22072 -3.17896
H -0.39575 3.48720 -2.55700
H 1.60284 4.96216 -2.57866
H 3.37237 4.63613 -0.87954
H 3.15302 2.86883 0.84657
C 0.80879 3.49734 4.22511
C -0.48839 3.32568 5.01209
C -1.65111 4.01406 4.30665
C -0.78961 1.85879 5.30508
N -1.03906 1.08985 4.07975
C -0.17504 0.62168 3.19912
N -0.85240 0.14950 2.18736
N -2.16325 0.32912 2.45914
N -2.28976 0.90391 3.59538
H 1.08481 4.55111 4.17352
H 0.70390 3.14534 3.19416
H 1.64281 2.96026 4.68466
H -0.36040 3.78249 5.99881
H -1.79705 3.60573 3.30327
H -1.44779 5.08018 4.19915
H -2.58939 3.89909 4.85228
H -1.68209 1.74281 5.91597
H 0.04642 1.38035 5.81483
H 0.89701 0.63250 3.28121
```

Atomic partial charges in e from the Mulliken method, atoms 1 to 2: W 1.6079; C -0.6017

***

# 3
Below is 6 unconnected molecules or ions with the total composition C36H37BrN9O10S at a distorted geometry, with properties calculated with ωB97M-V/def2-TZVPD.

- total energy (eV) = -152673.4874
- net charge = +1

```
94
C36H37BrN9O10S (ωB97M-V/def2-TZVPD)
C 2.19863 -4.53543 -1.75504
C 0.94864 -4.31810 -2.54717
C 0.97632 -4.68779 -4.01295
N -0.06661 -3.80671 -1.93564
N -1.29872 -4.46666 -2.13285
C -1.36797 -5.91077 -2.11593
C -2.88601 -6.16768 -2.33001
Br -3.80674 -7.10763 -0.90470
N -3.41012 -4.87383 -2.71960
C -2.37132 -3.93242 -2.68337
N -2.65318 -2.74061 -3.16220
S -1.44003 -1.49751 -3.20640
H 2.16180 -3.97972 -0.82331
H 2.31011 -5.61070 -1.60540
H 3.05342 -4.17616 -2.33206
H 0.53737 -5.66699 -4.21052
H 2.02428 -4.73776 -4.30095
H 0.51235 -3.90451 -4.60974
H -1.09348 -6.37700 -1.17294
H -0.89488 -6.42269 -2.95157
H -2.94484 -6.86910 -3.15349
H -3.73718 -4.90641 -3.68130
H -3.58752 -2.55666 -3.51142
H -0.68737 -1.56080 -2.08405
C -4.91299 -7.58980 3.76178
C -4.11387 -7.59296 2.62667
C -2.78727 -7.20986 2.70912
C -2.27106 -6.82807 3.93262
C -3.05306 -6.81259 5.07394
C -4.38269 -7.19643 4.98383
N -0.85628 -6.44085 4.01803
O -0.20613 -6.44584 2.98558
O -0.41695 -6.13853 5.10724
H -5.94912 -7.89467 3.69502
H -4.52523 -7.89913 1.67402
H -2.16910 -7.21403 1.82398
H -2.64165 -6.50874 6.02526
H -5.00506 -7.19125 5.86779
C 2.30931 -0.94269 -1.20511
C 3.08198 -0.90726 -2.35912
C 4.32241 -0.29035 -2.34559
C 4.77291 0.28123 -1.16963
C 4.01325 0.25863 -0.01359
C 2.77248 -0.35770 -0.03484
N 6.09460 0.92344 -1.14591
O 6.72818 0.94891 -2.17940
O 6.47023 1.39489 -0.08716
H 1.34067 -1.43009 -1.21824
H 2.71789 -1.36181 -3.27201
H 4.92245 -0.26033 -3.24331
H 4.37477 0.71288 0.89751
H 2.16815 -0.38342 0.86156
C 6.60953 4.14665 1.19421
C 5.28507 4.41416 1.51331
C 4.95932 5.54081 2.24864
C 5.97053 6.39454 2.65212
C 7.29731 6.14122 2.34923
C 7.61516 5.00752 1.61662
N 5.61809 7.60343 3.40705
O 4.43930 7.77295 3.66995
O 6.51201 8.36163 3.71935
H 6.85436 3.26834 0.61447
H 4.50293 3.74221 1.18464
H 3.92758 5.74619 2.49538
H 8.07891 6.81266 2.67336
H 8.64680 4.79741 1.37027
C -5.95331 3.18998 -1.51822
C -5.44925 2.35762 -0.52697
C -5.38214 0.99086 -0.73693
C -5.81978 0.47528 -1.94609
C -6.33155 1.29157 -2.94135
C -6.39737 2.65700 -2.72145
N -5.72821 -0.96726 -2.18249
O -5.29235 -1.66344 -1.28290
O -6.08327 -1.39552 -3.26894
H -5.99948 4.25816 -1.35243
H -5.10621 2.77577 0.40909
H -4.99059 0.34498 0.03502
H -6.67504 0.87900 -3.87856
H -6.79211 3.30732 -3.48948
C 1.20970 8.51281 2.90499
C -0.16284 8.54778 3.11237
C -1.02944 8.22791 2.07912
C -0.50542 7.87231 0.84833
C 0.86044 7.84181 0.62408
C 1.71983 8.16525 1.66161
N -1.41936 7.50629 -0.24165
O -2.61478 7.55802 -0.02088
O -0.92891 7.16454 -1.30188
H 1.88541 8.75627 3.71450
H -0.55789 8.82063 4.08127
H -2.09683 8.25425 2.24140
H 1.25861 7.56808 -0.34188
H 2.78953 8.14308 1.50433
```

Atomic partial charges in e from the Mulliken method, atoms 1 to 2: C -1.3545; C 0.9231

***

# 4
Below is a molecular structure, C36H37ClFN4O9PS2SeSiW at a distorted geometry, with properties calculated with ωB97M-V/def2-TZVPD.

- total energy (eV) = -183558.5980

```
94
C36H37ClFN4O9PS2SeSiW (ωB97M-V/def2-TZVPD)
W 0.91666 -0.39829 0.81390
C 3.67662 2.55291 -0.82854
C 4.04212 1.65045 0.29146
N 3.32929 0.66800 0.76696
C 4.05540 -0.06894 1.67988
C 5.30764 0.40185 1.92079
S 5.60562 1.78996 0.99448
C 3.52641 -1.25159 2.34636
C 4.30784 -2.12755 3.02291
S 3.35651 -3.30696 3.78530
C 1.94264 -2.59442 3.16506
N 2.16646 -1.52442 2.42258
C 0.63031 -3.21316 3.48901
H 2.66440 2.91576 -0.70893
H 3.73896 2.00866 -1.77391
H 4.36394 3.39556 -0.86278
H 6.03240 0.02822 2.61932
H 5.37772 -2.13302 3.10721
H 0.77814 -4.23658 3.82708
H -0.01799 -3.21351 2.61702
H 0.14144 -2.64576 4.28089
C -1.17355 3.57921 0.05244
Si 0.20884 2.43960 1.05965
C -1.14918 2.39380 2.50570
C 1.41158 3.86993 1.43025
N 0.52595 1.38341 -0.41128
C 0.73944 1.74488 -1.71773
C 0.74855 3.06206 -2.22524
C 0.96401 3.32151 -3.56420
C 1.22588 2.30938 -4.47283
C 1.29039 1.00040 -4.01813
C 1.04765 0.76981 -2.68973
F 1.09203 -0.50983 -2.23104
H -0.78233 4.59470 0.09211
H -2.14515 3.56195 0.53226
H -1.28352 3.26181 -0.97847
H -1.74622 3.29872 2.55313
H -0.59350 2.31114 3.44105
H -1.81495 1.53577 2.40519
H 0.97340 4.48052 2.22016
H 1.60150 4.52642 0.58109
H 2.36060 3.50502 1.82137
H 0.58346 3.88197 -1.54514
H 0.92714 4.34592 -3.90950
H 1.38652 2.53251 -5.51696
H 1.50474 0.17426 -4.68281
O -0.03147 -0.47834 3.42378
N -0.71985 -0.61378 2.17661
C -1.84681 -1.21453 2.44060
C -2.88331 -1.57282 1.54202
C -4.08257 -2.06555 2.10924
C -5.17714 -2.35609 1.33817
C -5.12036 -2.18563 -0.04409
C -3.94390 -1.75567 -0.62488
C -2.81971 -1.45390 0.13842
P -1.31493 -0.92766 -0.76405
C -2.16912 0.37605 -1.75314
C -2.12978 0.56277 -3.12987
C -2.84581 1.59182 -3.72320
C -3.62861 2.43814 -2.95570
C -3.68472 2.25672 -1.58250
C -2.94794 1.24860 -0.98940
C -1.18980 -2.40112 -1.87430
C -1.55596 -3.63408 -1.32641
C -1.45913 -4.80206 -2.05908
C -0.98714 -4.77062 -3.36113
C -0.59471 -3.56170 -3.90775
C -0.68767 -2.39223 -3.17219
H 0.19077 0.47824 3.62474
H -2.02081 -1.38590 3.49719
H -4.12332 -2.20052 3.18291
H -6.08288 -2.72242 1.80087
H -5.98141 -2.40933 -0.65711
H -3.89006 -1.65952 -1.70148
H -1.55835 -0.08914 -3.76840
H -2.79530 1.72251 -4.79567
H -4.19229 3.23448 -3.42192
H -4.29858 2.90637 -0.97424
H -2.97627 1.12899 0.08737
H -1.92011 -3.68284 -0.30953
H -1.76088 -5.73922 -1.61066
H -0.91461 -5.68033 -3.94144
H -0.20383 -3.52730 -4.91584
H -0.33216 -1.48858 -3.63777
O 2.67465 -3.79153 0.76863
Se 1.80623 -2.85218 -0.16134
O 1.62018 -3.45153 -1.60452
O 0.38475 -2.39798 0.60490
O 2.39368 -1.29609 -0.16686
O 3.41913 0.32706 4.78903
Cl 2.64111 1.16619 3.85285
O 1.39605 1.60282 4.54272
O 3.46362 2.33571 3.50089
O 1.03530 1.11165 1.80611
```

Atomic partial charges in e from the Mulliken method, atoms 1 to 2: W 1.2728; C -0.5398